Formula: C20H40O20S2
Source: OMol25
Level of theory: wB97M-V/def2-TZVPD

Structure (XYZ):
```
82
Properties=species:S:1:pos:R:3
C -3.143 -0.914 -7.428
C -3.202 0.258 -6.442
O -3.345 -0.162 -5.103
C -2.242 -0.063 -4.342
O -1.146 0.171 -4.737
O -2.502 -0.144 -3.063
C -3.765 -0.454 -2.469
H -4.094 -1.435 -7.512
H -2.335 -1.604 -7.179
H -2.881 -0.529 -8.416
H -4.076 0.836 -6.757
H -2.346 0.919 -6.571
H -4.575 -0.109 -3.117
H -3.814 0.028 -1.502
H -3.874 -1.540 -2.483
C 0.246 -0.247 -1.133
C -0.253 1.191 -1.124
O -1.511 1.235 -0.447
C -1.717 2.010 0.607
O -2.790 2.411 0.927
O -0.570 2.227 1.261
C -0.679 2.917 2.501
H 1.218 -0.535 -1.526
H -0.504 -0.939 -1.500
H 0.338 -0.398 -0.048
H -0.459 1.529 -2.142
H 0.459 1.907 -0.719
H 0.311 2.847 2.939
H -1.437 2.612 3.224
H -0.959 3.950 2.280
C -1.462 -3.246 -4.362
C -0.196 -3.262 -3.572
O -0.030 -4.467 -2.858
C 0.704 -4.456 -1.755
O 1.115 -3.455 -1.220
O 0.839 -5.693 -1.304
C 1.299 -5.821 0.041
H -1.428 -2.410 -5.062
H -2.412 -3.250 -3.833
H -1.452 -4.100 -5.053
H -0.244 -2.362 -2.945
H 0.695 -2.956 -4.128
H 0.633 -6.443 0.634
H 1.466 -4.863 0.522
H 2.234 -6.378 -0.026
C 2.351 -2.222 9.794
C 1.437 -1.074 10.170
O 0.602 -0.677 9.067
C 1.201 -0.030 8.043
O 2.375 0.217 8.037
O 0.279 0.232 7.159
C 0.658 0.715 5.879
H 3.224 -1.908 9.225
H 1.855 -3.011 9.227
H 2.721 -2.712 10.699
H 1.986 -0.197 10.511
H 0.679 -1.386 10.885
H -0.229 1.043 5.349
H 1.171 -0.045 5.288
H 1.376 1.532 5.967
C 3.711 -0.555 2.012
C 5.064 0.137 2.073
O 4.771 1.522 1.850
S 3.361 1.893 2.548
O 2.599 2.847 1.814
O 3.557 2.164 3.951
O 2.705 0.405 2.407
H 3.612 -1.359 2.738
H 3.472 -0.848 0.992
H 5.676 -0.454 1.392
H 5.520 0.174 3.064
C -2.068 3.951 -4.273
C -0.573 3.581 -4.477
O 0.218 4.704 -4.205
S -0.634 5.680 -3.195
O -0.284 7.040 -3.409
O -0.654 5.108 -1.878
O -2.013 5.369 -3.949
H -2.513 3.477 -3.402
H -2.654 3.926 -5.185
H -0.344 3.163 -5.457
H -0.331 2.783 -3.767
```

Output
- LUMO energy: 0.32 eV
- HOMO energy: -10.54 eV
- SMILES: O=S1(=O)OCCO1.O=S1(=O)OCCO1.CCOC(=O)OC.CCOC(=O)OC.CCOC(=O)OC.CCOC(=O)OC
- M: 664.65 Da

Quick look at the Löwdin charges, all values in e:
1 C -0.05
2 C -0.22
3 O 0.02
4 C -0.65
5 O 0.13
6 O 0.00
7 C 0.00
8 H 0.08
9 H 0.07
10 H 0.08
11 H 0.12
12 H 0.12
13 H 0.09
14 H 0.10
15 H 0.09
16 C -0.04
17 C -0.20
18 O 0.03
19 C -0.61
20 O 0.15
21 O -0.02
22 C -0.03
23 H 0.08
24 H 0.05
25 H 0.08
26 H 0.09
27 H 0.13
28 H 0.07
29 H 0.10
30 H 0.11
31 C -0.05
32 C -0.23
33 O 0.07
34 C -0.60
35 O 0.11
36 O 0.02
37 C -0.03
38 H 0.06
39 H 0.08
40 H 0.09
41 H 0.09
42 H 0.14
43 H 0.09
44 H 0.09
45 H 0.09
46 C -0.07
47 C -0.20
48 O 0.01
49 C -0.62
50 O 0.13
51 O 0.02
52 C -0.03
53 H 0.07
54 H 0.08
55 H 0.08
56 H 0.12
57 H 0.12
58 H 0.09
59 H 0.10
60 H 0.09
61 C -0.15
62 C -0.16
63 O -0.19
64 S 0.64
65 O -0.22
66 O -0.24
67 O -0.21
68 H 0.14
69 H 0.13
70 H 0.14
71 H 0.13
72 C -0.12
73 C -0.20
74 O -0.18
75 S 0.65
76 O -0.21
77 O -0.22
78 O -0.21
79 H 0.13
80 H 0.13
81 H 0.13
82 H 0.10



Formula: C20H40O3SSiV
Source: OMol25
Level of theory: wB97M-V/def2-TZVPD

Structure (XYZ):
```
66
Properties=species:S:1:pos:R:3
C -1.162 -1.292 -3.193
C 1.800 -0.092 -3.951
C -0.996 0.175 -2.776
H -2.199 -1.378 -3.562
C 1.448 1.350 -3.761
H 2.874 -0.313 -3.982
H -1.696 0.451 -1.981
H 2.296 2.043 -3.718
C -1.092 1.123 -3.978
H -1.927 1.827 -3.821
H -1.433 0.561 -4.854
C -0.269 -1.763 -4.359
H -0.900 -1.880 -5.256
H 0.036 -2.796 -4.133
C 0.997 -0.992 -4.855
H 0.732 -0.465 -5.790
H 1.683 -1.787 -5.203
C 0.180 1.913 -4.340
H 0.258 1.969 -5.442
H 0.027 2.964 -4.044
V 0.849 0.210 -2.283
H -1.200 -2.060 -2.402
C -3.126 -1.303 0.019
C -2.353 -0.227 0.772
C -2.813 1.150 0.317
C -2.536 -0.402 2.273
O -0.940 -0.423 0.439
Si 0.338 0.484 0.970
S 1.241 1.552 -0.581
O -0.211 1.543 2.116
C 0.533 2.177 3.207
C 1.892 2.644 2.708
C -0.312 3.363 3.649
C 0.697 1.196 4.357
O 1.416 -0.488 1.729
C 1.772 -1.903 1.828
C 3.107 -2.106 1.126
C 1.932 -2.228 3.308
C 0.702 -2.789 1.217
H -4.199 -1.169 0.211
H -2.846 -2.305 0.369
H -2.960 -1.233 -1.065
H -3.904 1.206 0.433
H -2.354 1.941 0.921
H -2.575 1.310 -0.741
H -2.190 -1.396 2.587
H -1.987 0.370 2.825
H -3.603 -0.312 2.519
H 1.787 3.256 1.807
H 2.372 3.249 3.488
H 2.550 1.796 2.492
H -1.281 3.029 4.038
H 0.202 3.911 4.448
H -0.486 4.052 2.815
H -0.280 0.878 4.741
H 1.267 0.312 4.049
H 1.242 1.687 5.175
H 3.880 -1.477 1.581
H 3.419 -3.154 1.236
H 3.038 -1.878 0.056
H 0.991 -2.081 3.853
H 2.229 -3.279 3.422
H 2.715 -1.607 3.761
H -0.261 -2.666 1.725
H 0.583 -2.610 0.141
H 1.005 -3.839 1.343
```

Output
- LUMO energy (spin up / spin down): 0.38 / -0.97 eV
- HOMO energy (spin up / spin down): -7.49 / -8.46 eV
- 2S+1: 4
- M: 439.63 Da
- ⟨S²⟩: 3.78

Quick look at the Löwdin charges, all values in e:
1 C -0.23
2 C -0.27
3 C -0.36
4 H 0.11
5 C -0.28
6 H 0.11
7 H 0.06
8 H 0.12
9 C -0.19
10 H 0.11
11 H 0.11
12 C -0.19
13 H 0.11
14 H 0.10
15 C -0.20
16 H 0.11
17 H 0.11
18 C -0.19
19 H 0.12
20 H 0.12
21 V 0.51
22 H 0.10
23 C -0.02
24 C -0.62
25 C -0.02
26 C -0.02
27 O -0.18
28 Si -0.10
29 S 0.49
30 O -0.18
31 C -0.63
32 C -0.05
33 C -0.03
34 C -0.03
35 O -0.16
36 C -0.62
37 C -0.03
38 C -0.04
39 C -0.04
40 H 0.09
41 H 0.09
42 H 0.07
43 H 0.10
44 H 0.09
45 H 0.07
46 H 0.09
47 H 0.07
48 H 0.09
49 H 0.07
50 H 0.09
51 H 0.08
52 H 0.09
53 H 0.09
54 H 0.09
55 H 0.09
56 H 0.06
57 H 0.09
58 H 0.09
59 H 0.09
60 H 0.08
61 H 0.09
62 H 0.09
63 H 0.09
64 H 0.08
65 H 0.08
66 H 0.09



Formula: C20H40O3SSiZn
Source: OMol25
Level of theory: wB97M-V/def2-TZVPD

Structure (XYZ):
```
66
Properties=species:S:1:pos:R:3
C 1.631 1.927 -2.061
C 0.366 3.405 0.799
C 0.402 2.724 -1.593
H 1.353 0.904 -2.382
C -0.902 3.880 0.255
H 0.464 3.797 1.832
H 0.735 3.780 -1.596
H -1.362 4.704 0.812
C -0.969 2.702 -2.078
H -1.416 1.703 -2.221
H -0.987 3.228 -3.050
C 2.193 1.849 -0.582
H 3.284 1.751 -0.609
H 1.774 0.952 -0.121
C 1.817 3.068 0.342
H 2.297 3.956 -0.085
H 2.345 2.876 1.286
C -1.739 3.551 -1.020
H -2.112 4.499 -1.449
H -2.653 2.999 -0.722
Zn -0.974 2.188 0.933
H 2.326 2.217 -2.854
C 1.829 -2.159 -1.849
C 0.481 -2.335 -1.164
C -0.652 -2.113 -2.159
C 0.403 -3.748 -0.602
O 0.401 -1.318 -0.111
Si -0.621 -1.465 1.185
S -1.244 0.328 2.040
O -1.956 -2.306 0.683
C -2.944 -3.047 1.451
C -3.558 -2.150 2.519
C -4.010 -3.480 0.451
C -2.309 -4.272 2.094
O 0.130 -2.480 2.259
C 1.343 -2.384 3.057
C 1.102 -1.426 4.216
C 1.629 -3.780 3.598
C 2.515 -1.916 2.205
H 1.912 -2.872 -2.681
H 2.650 -2.362 -1.149
H 1.948 -1.148 -2.254
H -0.536 -2.813 -2.998
H -1.625 -2.292 -1.687
H -0.627 -1.089 -2.552
H 1.167 -3.921 0.166
H -0.591 -3.971 -0.199
H 0.587 -4.458 -1.423
H -3.970 -1.239 2.072
H -4.369 -2.697 3.019
H -2.821 -1.866 3.280
H -3.580 -4.134 -0.318
H -4.800 -4.039 0.970
H -4.464 -2.608 -0.034
H -1.851 -4.919 1.336
H -1.548 -3.989 2.830
H -3.091 -4.849 2.609
H 0.307 -1.812 4.865
H 2.020 -1.344 4.815
H 0.815 -0.429 3.860
H 1.794 -4.498 2.784
H 2.537 -3.755 4.218
H 0.800 -4.138 4.223
H 2.680 -2.590 1.354
H 2.374 -0.891 1.842
H 3.428 -1.929 2.821
```

Output
- LUMO energy (spin up / spin down): -0.63 / -1.03 eV
- Energy above the lowest of the compared OMol25 structures with the same formula, charge and spin: 49.25 kcal per mole
- HOMO energy (spin up / spin down): -5.98 / -5.60 eV
- M: 454.08 Da

Quick look at the Löwdin charges, all values in e:
1 C -0.15
2 C -0.33
3 C -0.23
4 H 0.08
5 C -0.28
6 H 0.10
7 H 0.12
8 H 0.11
9 C -0.24
10 H 0.11
11 H 0.11
12 C -0.19
13 H 0.10
14 H 0.08
15 C -0.20
16 H 0.12
17 H 0.10
18 C -0.21
19 H 0.12
20 H 0.10
21 Zn 0.58
22 H 0.10
23 C -0.03
24 C -0.62
25 C -0.02
26 C -0.03
27 O -0.16
28 Si -0.09
29 S 0.45
30 O -0.18
31 C -0.63
32 C -0.06
33 C -0.03
34 C -0.03
35 O -0.17
36 C -0.63
37 C -0.04
38 C -0.03
39 C -0.03
40 H 0.09
41 H 0.08
42 H 0.07
43 H 0.09
44 H 0.08
45 H 0.08
46 H 0.08
47 H 0.07
48 H 0.10
49 H 0.08
50 H 0.09
51 H 0.07
52 H 0.09
53 H 0.09
54 H 0.09
55 H 0.09
56 H 0.07
57 H 0.09
58 H 0.09
59 H 0.09
60 H 0.05
61 H 0.09
62 H 0.09
63 H 0.09
64 H 0.08
65 H 0.08
66 H 0.09